# 1
{"formula": "C23H16BrCl7N2O2W", "method": "ωB97M-V with the def2-TZVPD basis set", "e_above_lowest_ev": 0.000, "homo_lumo_gap_ha": [0.1661, 0.1659], "total_charge": 2, "max_force_ev_per_a": 1.73, "elements": ["W", "O", "C", "C", "C", "C", "C", "C", "C", "O", "N", "N", "C", "C", "Br", "C", "C", "C", "C", "C", "C", "C", "H", "H", "H", "H", "H", "H", "H", "H", "H", "H", "H", "H", "H", "H", "Cl", "C", "Cl", "H", "H", "Cl", "C", "C", "C", "Cl", "C", "Cl", "C", "Cl", "C", "Cl"], "positions_angstrom": [[0.74921, 0.43452, -0.80267], [-1.27932, -0.92003, -4.68955], [-1.75496, -1.85178, -3.82947], [-1.93756, -3.13295, -4.34625], [-2.45433, -4.14276, -3.55899], [-2.79101, -3.89261, -2.23419], [-2.61071, -2.62543, -1.71103], [-2.08893, -1.59646, -2.48996], [-1.91161, -0.17678, -1.96376], [-0.57723, 0.23317, -2.13049], [-2.17786, -0.02622, -0.52997], [-1.02777, 0.08830, 0.12750], [-0.69106, -0.15854, 1.39362], [0.70146, -0.00157, 1.38346], [3.19331, 0.43705, -0.59537], [1.57153, -0.18174, 2.42690], [1.30549, -0.12670, 3.82632], [0.12036, 0.41272, 4.37115], [-0.05184, 0.47316, 5.73445], [0.94902, 0.00739, 6.58706], [2.12573, -0.52839, 6.07020], [2.30943, -0.58249, 4.70705], [-1.15519, -0.05930, -4.28510], [-1.67590, -3.29725, -5.38376], [-2.61197, -5.12487, -3.98331], [-3.20286, -4.67696, -1.61446], [-2.88462, -2.45837, -0.67629], [-2.58169, 0.50021, -2.50404], [-2.98157, -0.45839, -0.09810], [-1.36670, -0.52181, 2.16490], [2.61211, -0.37147, 2.17333], [-0.63431, 0.82891, 3.71564], [-0.95089, 0.90787, 6.14951], [0.81987, 0.08378, 7.65842], [2.89747, -0.88544, 6.73780], [3.22399, -0.99389, 4.29686], [1.83132, -1.30080, -3.20512], [1.98326, -2.62615, -2.05384], [0.87462, -2.26366, -0.69726], [2.99617, -2.66520, -1.66990], [1.67324, -3.56080, -2.50723], [0.05192, 2.98512, 1.78254], [0.48246, 3.52603, 0.21102], [0.70713, 2.58004, -0.79836], [1.07398, 3.10201, -2.04209], [1.46170, 1.90561, -3.22892], [1.18144, 4.44587, -2.32993], [1.62927, 4.97077, -3.88932], [0.92843, 5.35986, -1.29696], [1.03802, 7.02479, -1.59979], [0.59208, 4.89462, -0.01738], [0.31585, 6.00705, 1.24515]], "forces_ev_per_angstrom": [[-1.3, 1.1, 0.1], [0.0, -0.1, -0.1], [-0.2, -0.2, 0.3], [0.1, 0.2, -0.1], [0.0, 0.1, 0.0], [-0.1, 0.0, 0.1], [0.1, -0.1, 0.0], [0.1, 0.3, -0.1], [-0.8, -0.8, 0.1], [0.7, 0.3, 0.0], [-0.1, 0.4, -0.2], [0.7, 0.4, -1.0], [1.1, -0.2, 0.4], [-0.8, 0.2, 0.2], [-0.3, -0.2, 0.1], [0.4, 0.0, 0.0], [-0.1, 0.0, 0.1], [0.1, 0.0, -0.1], [-0.1, 0.0, 0.0], [0.1, 0.0, -0.1], [0.0, 0.0, 0.1], [0.0, 0.0, -0.2], [0.0, 0.1, 0.1], [0.0, 0.0, 0.0], [0.0, 0.0, 0.0], [0.0, 0.0, 0.0], [0.0, 0.0, 0.0], [0.3, 0.2, -0.1], [0.1, -0.2, 0.2], [-0.1, 0.0, -0.1], [0.0, 0.1, -0.1], [0.0, 0.1, 0.1], [0.0, 0.0, 0.0], [0.0, 0.0, 0.0], [0.0, 0.0, 0.0], [0.0, 0.0, 0.0], [0.1, -0.4, -0.3], [0.1, 0.2, -0.3], [-0.1, -0.5, 0.3], [0.0, 0.0, 0.1], [-0.1, 0.0, 0.0], [-0.1, 0.1, 0.2], [-0.1, -0.4, 0.1], [0.0, -0.3, 0.2], [-0.1, -0.3, 0.2], [0.2, 0.0, -0.2], [0.0, 0.1, 0.0], [0.0, 0.0, 0.0], [0.0, 0.0, 0.0], [0.0, 0.0, 0.0], [0.0, 0.0, -0.1], [0.0, 0.0, 0.0]]}

***

# 2
{"formula": "C23H16Cl2F6N3O2PRu", "method": "ωB97M-V with the def2-TZVPD basis set", "s2": 6.09, "e_above_lowest_ev": 10.454, "homo_lumo_gap_ha": [0.2599, 0.2041], "total_charge": 0, "max_force_ev_per_a": 17.19, "multiplicity": 5, "elements": ["Ru", "C", "O", "C", "C", "C", "C", "C", "C", "N", "N", "C", "C", "O", "C", "C", "C", "C", "C", "C", "C", "C", "H", "H", "H", "H", "H", "H", "H", "H", "H", "H", "H", "H", "H", "Cl", "C", "C", "C", "C", "C", "Cl", "C", "N", "H", "H", "H", "F", "P", "F", "F", "F", "F", "F"], "positions_angstrom": [[0.03074, -1.29380, -0.52499], [4.04114, -1.86177, 0.07450], [3.09096, -0.89458, -0.37796], [3.42555, -0.16351, -1.46286], [4.61211, -0.20102, -2.18089], [4.77125, 0.65337, -3.26477], [3.77361, 1.52912, -3.66551], [2.57966, 1.57391, -2.96299], [2.42712, 0.73851, -1.87147], [1.31000, 0.71621, -1.07833], [0.04728, 0.71685, 0.91345], [-0.40587, 0.69179, 2.17359], [-0.71110, -0.70174, 2.35524], [-0.08466, -1.59405, 1.60339], [-1.76441, -1.02474, 3.26693], [-2.61571, -0.04491, 3.66439], [-2.50960, 1.31724, 3.22990], [-3.54227, 2.25527, 3.40510], [-3.44724, 3.50773, 2.85153], [-2.31060, 3.88563, 2.12364], [-1.27557, 2.99989, 1.94719], [-1.37482, 1.70597, 2.48678], [4.15471, -2.64989, -0.67077], [3.62577, -2.28461, 0.98383], [5.00140, -1.38718, 0.28499], [5.40663, -0.88131, -1.91420], [5.70283, 0.62925, -3.81374], [3.92632, 2.17257, -4.51914], [1.76828, 2.23540, -3.23418], [-1.92851, -2.06457, 3.51224], [-3.47406, -0.30275, 4.27279], [-4.42380, 1.96792, 3.96403], [-4.25531, 4.21660, 2.97191], [-2.25725, 4.87530, 1.68921], [-0.38826, 3.28404, 1.39562], [0.23749, 0.67149, -0.35223], [-0.81692, 1.18126, -1.01969], [-1.71279, 1.99979, -1.58161], [-3.09662, 1.82500, -1.48650], [-3.66590, 0.60280, -1.07226], [-2.89761, -0.57152, -1.01593], [-3.31034, -1.92952, -0.01660], [-1.67625, -0.76827, -1.69423], [-0.73186, -0.99999, -2.41096], [-1.32022, 2.96361, -1.89989], [-3.71854, 2.69145, -1.65543], [-4.69598, 0.54436, -0.75136], [-0.37479, -3.25787, -0.72884], [0.69898, -4.77073, -0.35625], [1.65667, -5.97331, -0.05891], [-0.49497, -5.23217, 0.57625], [1.26865, -3.87232, 0.84673], [-0.00493, -5.42478, -1.61205], [1.72963, -4.00137, -1.33873]], "forces_ev_per_angstrom": [[-0.3, -4.3, 0.6], [-0.1, -0.1, 0.0], [0.3, -0.1, -0.1], [-0.1, 0.3, -0.3], [-0.1, -0.1, 0.1], [0.0, 0.1, -0.1], [0.0, 0.0, 0.0], [0.0, -0.1, 0.2], [1.1, -0.1, 0.2], [14.1, 1.6, -7.6], [1.4, 4.3, 15.6], [-2.3, -2.1, 0.4], [1.3, -0.4, -0.1], [-1.3, 1.1, 1.2], [0.1, -0.1, 0.0], [-0.1, -0.1, 0.0], [0.3, 0.2, -0.1], [0.1, 0.0, 0.1], [-0.1, 0.1, 0.0], [0.1, -0.1, -0.1], [-0.3, 0.1, 0.2], [0.1, -0.2, 0.3], [0.0, 0.0, 0.0], [0.0, 0.0, 0.0], [0.0, 0.0, 0.0], [0.0, 0.0, 0.0], [0.0, 0.0, 0.0], [0.0, 0.0, 0.0], [0.0, 0.0, -0.1], [0.0, 0.0, 0.0], [0.0, 0.0, 0.0], [0.0, 0.0, 0.0], [0.0, 0.0, 0.0], [0.0, 0.0, 0.0], [0.0, 0.0, 0.0], [1.5, -5.3, -0.8], [-13.2, 8.0, -7.6], [-0.2, 0.9, 0.4], [-0.4, -0.9, -0.1], [1.1, -0.3, -0.2], [-0.6, 0.4, -0.2], [-0.4, 0.2, -0.2], [-0.1, -1.5, -1.2], [-1.7, 0.2, -0.4], [-0.2, 0.1, -0.2], [-0.1, -0.1, -0.1], [0.0, 0.1, 0.1], [0.1, -2.1, 0.1], [-0.4, 1.5, -0.2], [0.0, -0.1, 0.0], [0.1, -0.2, 0.0], [0.2, -0.1, 0.0], [0.1, -0.1, 0.0], [0.1, -0.3, 0.0]]}

***

# 3
{"formula": "C23H16F2N3", "method": "ωB97M-V with the def2-TZVPD basis set", "smiles": "N#Cc1ccc([C@H]([N+]#N)[C@H](/C=C/c2cccc(F)c2)c2cccc(F)c2)cc1", "homo_lumo_gap_ha": 0.2161, "total_charge": 1, "max_force_ev_per_a": 4.57, "elements": ["N", "C", "C", "C", "C", "C", "C", "N", "N", "C", "C", "C", "C", "C", "C", "C", "C", "F", "C", "C", "C", "C", "C", "C", "F", "C", "C", "C", "H", "H", "H", "H", "H", "H", "H", "H", "H", "H", "H", "H", "H", "H", "H", "H"], "positions_angstrom": [[-3.49590, -6.92378, 0.79495], [-2.56604, -6.24278, 0.98281], [-1.42095, -5.42022, 1.17165], [-1.28305, -4.23660, 0.45056], [-0.22642, -3.35090, 0.72303], [0.59879, -3.60773, 1.82377], [1.48632, -2.46872, 2.40752], [2.86526, -3.21931, 2.66056], [3.84203, -3.29067, 3.20698], [1.18299, -1.56249, 3.59309], [-0.11318, -0.78563, 3.32972], [-1.31221, -1.36779, 3.51632], [-2.56766, -0.68959, 3.42668], [-3.77672, -1.43564, 3.41935], [-5.00654, -0.79347, 3.28332], [-5.09074, 0.60214, 3.15508], [-3.89840, 1.32049, 3.17212], [-3.97644, 2.69893, 3.09064], [-2.66107, 0.71061, 3.34355], [2.37304, -0.61646, 3.92762], [3.25634, -0.85208, 4.99348], [4.38820, -0.06044, 5.15776], [4.64542, 1.03579, 4.32090], [3.69747, 1.32415, 3.35086], [3.96605, 2.34260, 2.45714], [2.54295, 0.55916, 3.17688], [0.62902, -4.91225, 2.35688], [-0.42615, -5.78190, 2.09001], [-2.05220, -3.95843, -0.26548], [-0.12397, -2.41107, 0.17889], [1.67591, -1.78402, 1.56373], [1.03091, -2.23038, 4.43596], [-0.06059, 0.28658, 3.12268], [-1.34981, -2.42082, 3.77189], [-3.71102, -2.53189, 3.51026], [-5.91250, -1.38526, 3.30432], [-6.04538, 1.11178, 3.08774], [-1.77855, 1.34948, 3.41046], [3.07129, -1.70125, 5.67611], [5.10559, -0.31069, 5.92658], [5.56168, 1.61936, 4.38995], [1.84067, 0.84954, 2.40659], [1.41506, -5.21281, 3.08552], [-0.51326, -6.71122, 2.66284]], "forces_ev_per_angstrom": [[1.8, 1.4, 0.4], [-2.2, -1.7, -0.6], [0.8, 0.5, 0.3], [0.3, 0.5, -0.1], [-0.6, 0.1, 0.8], [0.5, -0.1, 0.3], [-0.8, -0.7, -3.0], [3.6, 1.3, 2.5], [-3.4, -0.2, -2.1], [0.4, 0.4, 1.5], [-0.2, -0.7, 0.2], [1.5, 0.0, 0.0], [-2.2, 0.6, -0.1], [0.7, 0.2, -0.1], [0.2, 0.3, 0.1], [0.5, -0.5, 0.1], [-0.2, 0.7, 0.3], [0.3, -1.6, 0.1], [-0.1, 0.4, -0.2], [-0.5, 0.6, 0.0], [-0.3, -0.9, -0.3], [0.1, 0.5, -0.3], [-0.3, -0.5, 0.1], [0.3, 0.5, -0.8], [-0.6, -1.1, 1.2], [0.6, -0.3, -0.2], [-0.3, 0.5, 0.9], [0.3, -0.2, 0.2], [0.3, -0.1, -0.1], [-0.3, -0.2, 0.2], [0.7, -0.4, 0.1], [-0.1, 0.0, 0.4], [0.2, -0.5, -0.1], [0.0, -0.1, 0.0], [-0.2, 0.6, 0.0], [0.0, 0.1, -0.1], [0.2, 0.0, -0.1], [-0.3, -0.2, 0.0], [0.2, 0.5, -0.4], [-0.1, 0.0, 0.1], [-0.3, -0.1, 0.0], [0.1, 0.0, -0.1], [-0.8, 0.3, -0.4], [0.1, 0.3, -0.5]]}

***

# 4
{"formula": "C23H16F4O5S2", "method": "ωB97M-V with the def2-TZVPD basis set", "homo_lumo_gap_ha": 0.3060, "total_charge": 0, "max_force_ev_per_a": 5.68, "elements": ["F", "C", "C", "C", "F", "C", "C", "C", "C", "C", "C", "C", "C", "F", "C", "C", "F", "C", "C", "H", "H", "H", "H", "H", "H", "H", "H", "H", "C", "O", "C", "S", "O", "O", "C", "C", "C", "C", "C", "C", "S", "O", "O", "H", "H", "H", "H", "H", "H", "H"], "positions_angstrom": [[-3.83011, 3.76135, -1.75375], [-3.82240, 2.39315, -1.61656], [-5.01716, 1.70357, -1.71259], [-4.93322, 0.33179, -1.57250], [-6.08278, -0.41335, -1.56060], [-3.72011, -0.34680, -1.35232], [-2.53454, 0.37623, -1.16688], [-1.26083, -0.36517, -1.04226], [-0.02873, 0.37857, -1.01854], [1.21031, -0.14230, -1.27619], [2.47068, 0.56819, -1.39490], [3.65293, -0.21518, -1.41058], [4.89862, 0.41818, -1.48089], [6.02887, -0.36620, -1.42821], [5.04231, 1.78816, -1.54273], [3.88174, 2.53584, -1.57219], [3.99144, 3.90613, -1.64823], [2.58709, 1.97880, -1.49595], [-2.58372, 1.77464, -1.32999], [-5.98136, 2.23166, -1.80595], [-3.71579, -1.42944, -1.41282], [-1.28580, -1.39582, -1.64577], [-0.19014, 1.45592, -0.95139], [1.32139, -1.22431, -1.59316], [3.58172, -1.28605, -1.27938], [6.04033, 2.26024, -1.62175], [1.70271, 2.59985, -1.45485], [-1.70626, 2.41876, -1.37426], [-3.01617, -3.22533, 1.05092], [-2.31999, -2.25583, 0.17808], [-1.25508, -1.42242, 0.45377], [0.25559, -2.37055, 0.88972], [-0.17448, -3.35721, 1.87885], [1.02200, -2.82019, -0.26179], [1.15342, -1.16531, 1.77708], [0.35242, -0.16156, 2.28909], [0.91371, 0.89387, 2.99750], [2.29722, 0.90771, 3.16919], [3.09240, -0.13246, 2.68726], [2.52347, -1.20828, 2.02139], [-1.38316, -0.30135, 1.86433], [-1.79683, 1.10732, 1.57561], [-2.07958, -1.15766, 2.80017], [-3.69633, -3.77110, 0.38547], [-2.29037, -3.90560, 1.48319], [-3.57255, -2.69226, 1.81240], [0.23910, 1.68225, 3.32855], [2.73383, 1.77166, 3.66438], [4.16921, -0.07746, 2.81292], [3.11502, -2.03462, 1.65712]], "forces_ev_per_angstrom": [[-0.1, -1.2, 0.0], [1.2, 0.2, 0.4], [-0.6, 0.4, 0.2], [0.4, -0.9, 0.6], [0.8, 0.6, -0.3], [-0.9, 0.5, -0.4], [-1.0, 0.6, -0.9], [0.1, -5.5, 1.4], [2.6, 0.5, -1.5], [-1.8, -0.6, -1.0], [1.5, 1.0, 0.0], [0.0, 0.9, 0.2], [-0.2, -1.1, 0.3], [-1.0, 0.7, -0.1], [0.8, 0.4, -0.4], [-1.4, 0.6, 0.1], [-0.1, -1.2, 0.0], [1.1, -0.6, 0.2], [-1.0, 0.3, -0.6], [0.7, -0.4, -0.1], [-0.1, 0.2, 0.3], [0.3, 2.7, 0.5], [0.6, -0.3, 0.5], [-0.5, 1.5, 0.8], [0.1, -0.1, -0.2], [-0.8, -0.3, 0.1], [0.2, 0.2, -0.1], [-0.3, -0.2, 0.3], [0.5, 0.3, -0.2], [0.2, -0.1, 0.4], [-1.2, 1.4, -2.0], [0.7, -2.2, 0.2], [0.4, 0.8, -1.3], [-0.9, 0.2, 0.9], [0.0, 0.3, 0.3], [0.1, -0.1, -0.3], [-0.4, -0.1, -0.3], [-0.5, 0.3, 0.0], [0.0, 0.1, 0.1], [-0.3, 0.2, -0.3], [-0.9, 2.4, 0.8], [0.6, -3.3, 0.5], [0.0, 1.1, 0.2], [0.3, 0.3, 0.0], [-0.1, 0.0, 0.1], [0.0, 0.0, 0.0], [0.4, 0.0, 0.1], [0.1, -0.3, -0.1], [-0.1, -0.1, 0.1], [0.1, 0.0, -0.1]]}

***

# 5
{"formula": "C23H17BF4N6O2SSr", "method": "ωB97M-V with the def2-TZVPD basis set", "s2": 0.78, "homo_lumo_gap_ha": [0.1636, 0.2075], "total_charge": -1, "max_force_ev_per_a": 0.68, "multiplicity": 2, "elements": ["Sr", "O", "C", "N", "C", "O", "C", "C", "C", "C", "C", "N", "C", "C", "C", "C", "C", "N", "H", "H", "H", "H", "H", "H", "H", "H", "N", "C", "C", "C", "C", "C", "N", "C", "C", "C", "C", "C", "N", "H", "H", "H", "H", "H", "H", "H", "H", "H", "S", "C", "F", "B", "F", "F", "F"], "positions_angstrom": [[0.18994, 0.52167, 0.23418], [-0.09665, 1.81864, 4.63215], [0.04092, 1.91365, 3.42023], [-0.77403, 1.30220, 2.46514], [-2.05568, 1.04579, 2.77463], [-2.69874, 1.30072, 3.78769], [-2.87141, 0.37372, 1.65749], [-4.09118, -0.19746, 2.02834], [-4.89932, -0.75650, 1.06161], [-4.48402, -0.72404, -0.26566], [-3.26175, -0.15146, -0.54768], [-2.46507, 0.37762, 0.38610], [1.23188, 2.61784, 2.88475], [2.31265, 2.82142, 3.74384], [3.56927, 3.11825, 3.27641], [3.77374, 3.13046, 1.86512], [2.71612, 2.98936, 1.03768], [1.42233, 2.86767, 1.50874], [-4.36442, -0.15956, 3.07234], [-5.84737, -1.20763, 1.32810], [-5.09133, -1.13500, -1.06081], [-2.88795, -0.10942, -1.56583], [2.11697, 2.66639, 4.79605], [4.39758, 3.25867, 3.95710], [4.76159, 3.23077, 1.43842], [2.79911, 3.01300, -0.03968], [-0.00330, -2.27584, -2.62756], [-0.07747, -2.81835, -1.35403], [-0.03217, -4.21998, -1.27230], [-0.12365, -4.82469, -0.04369], [-0.26490, -4.03524, 1.09520], [-0.29614, -2.67303, 0.91871], [-0.20560, -2.06171, -0.27250], [0.00567, -0.98764, -3.14828], [0.06004, -0.88194, -4.54644], [0.07709, 0.36564, -5.12151], [0.03951, 1.49318, -4.30586], [-0.01036, 1.29520, -2.94543], [-0.03280, 0.08172, -2.36744], [0.13513, -2.97689, -3.33450], [0.08398, -4.81047, -2.17239], [-0.08133, -5.90319, 0.03384], [-0.33514, -4.46495, 2.08307], [-0.39714, -2.01630, 1.77979], [0.09766, -1.77523, -5.15725], [0.12621, 0.46419, -6.19822], [0.06216, 2.49226, -4.71459], [-0.01294, 2.14057, -2.25896], [-0.70834, 4.30919, 0.98401], [0.39537, 3.18258, 0.53257], [4.66916, 0.19578, -1.16321], [3.65632, -0.62462, -0.69753], [2.53629, 0.23027, -0.29866], [3.16145, -1.45901, -1.71454], [4.03205, -1.36824, 0.41128]], "forces_ev_per_angstrom": [[0.3, 0.6, 0.1], [0.0, 0.0, 0.0], [-0.1, 0.1, 0.1], [0.0, -0.3, -0.2], [0.1, 0.1, 0.1], [0.0, 0.0, 0.0], [-0.2, -0.1, 0.1], [0.0, 0.0, 0.0], [0.0, 0.0, 0.0], [0.0, 0.0, 0.0], [0.1, 0.0, 0.0], [0.2, -0.1, 0.1], [0.1, 0.1, 0.1], [-0.1, 0.0, -0.1], [0.0, 0.0, 0.0], [0.0, 0.0, 0.1], [0.1, -0.1, -0.1], [-0.2, -0.2, -0.1], [0.0, 0.0, 0.0], [0.0, 0.0, 0.0], [0.0, 0.0, 0.0], [0.0, 0.0, 0.0], [0.0, 0.0, 0.0], [0.0, 0.0, 0.0], [0.0, 0.0, 0.0], [0.0, 0.0, 0.0], [0.0, 0.0, 0.0], [0.0, 0.1, 0.0], [0.0, -0.1, 0.0], [0.0, 0.1, 0.0], [0.0, 0.0, 0.0], [0.0, 0.1, 0.0], [0.0, 0.0, -0.1], [0.1, 0.0, 0.0], [0.0, 0.0, -0.1], [0.0, 0.0, 0.1], [0.0, 0.0, 0.0], [0.0, 0.0, 0.1], [-0.1, -0.1, 0.0], [0.0, 0.0, 0.0], [0.0, 0.0, 0.0], [0.0, 0.0, 0.0], [0.0, 0.0, 0.0], [0.0, 0.0, 0.0], [0.0, 0.0, 0.0], [0.0, 0.0, 0.0], [0.0, 0.0, 0.0], [0.0, 0.0, 0.0], [-0.1, -0.1, 0.0], [0.1, 0.1, -0.1], [0.0, -0.1, 0.0], [-0.1, 0.0, -0.1], [-0.1, 0.0, 0.1], [-0.1, -0.1, 0.0], [0.0, 0.0, 0.0]]}